Formula: C23H35CaClIN3O2S2
Source: OMol25
Level of theory: wB97M-V/def2-TZVPD

```
68
Properties=species:S:1:pos:R:3:mulliken_charge:R:1
Ca 0.1770 -0.5358 0.2192 1.362
Cl -1.0561 -4.3877 -5.8045 -0.341
C -0.7797 -3.0801 -4.6650 0.856
C -0.5722 -1.8113 -5.1670 -0.678
C -0.3385 -0.7855 -4.2787 -0.212
I -0.0465 1.1970 -4.9739 -0.128
C -0.2895 -0.9068 -2.8749 0.029
O -0.0555 0.0687 -2.1216 0.390
C -0.5686 -2.2415 -2.3929 -0.184
N -0.6446 -2.3745 -1.0664 0.232
C -0.9524 -3.5447 -0.5509 -0.732
C -1.1596 -4.6822 -1.3244 -0.935
C -1.0812 -4.5867 -2.7006 -0.843
C -0.8055 -3.3305 -3.2827 -0.248
H -0.5990 -1.6381 -6.2328 0.393
H -1.0473 -3.5695 0.5256 0.682
H -1.3791 -5.6295 -0.8497 0.398
H -1.2461 -5.4483 -3.3371 0.362
C 3.1566 1.2187 0.7277 -1.009
N 2.1395 1.6331 -0.2077 1.475
C 2.5833 1.3830 -1.5588 -1.109
C 1.7317 3.0023 0.0068 -1.315
C 0.3538 3.2837 -0.5912 -1.000
N -0.6771 2.4703 0.0110 1.372
C -1.8370 2.4008 -0.8481 -1.037
C -1.0526 2.9409 1.3246 -1.244
H 4.1101 1.7712 0.5826 0.339
H 3.3126 0.1507 0.5896 -0.090
H 2.8004 1.3751 1.7464 0.324
H 3.4466 2.0233 -1.8374 0.268
H 1.7746 1.5565 -2.2621 0.132
H 2.8716 0.3359 -1.6411 0.193
H 2.4606 3.7238 -0.4281 0.347
H 1.6862 3.1734 1.0854 0.399
H 0.3777 3.0554 -1.6583 0.332
H 0.1342 4.3712 -0.4739 0.414
H -2.2975 3.3969 -1.0054 0.322
H -2.5662 1.7270 -0.4009 0.143
H -1.5404 1.9832 -1.8073 0.156
H -1.3685 4.0066 1.3113 0.297
H -0.2298 2.8228 2.0271 0.212
H -1.8775 2.3363 1.6935 0.184
C -2.4063 0.2577 4.8005 -1.762
C -2.0134 0.0477 3.3511 0.610
S -0.2968 0.1417 3.0800 -0.422
C -2.9645 -0.2028 2.4193 0.327
C -4.4393 -0.2581 2.7605 -1.528
S -2.7056 -0.4815 0.7208 -0.472
H -1.5090 0.4071 5.3954 0.360
H -2.9386 -0.6121 5.1934 0.323
H -3.0502 1.1328 4.9226 0.296
H -4.6520 -0.2020 3.8255 0.431
H -4.8623 -1.1851 2.3726 0.237
H -4.9587 0.5642 2.2635 0.227
C 1.6740 -3.7688 1.5929 -1.798
C 2.5682 -2.5828 1.1347 1.420
C 3.7175 -3.1975 0.2760 -1.782
C 3.2084 -2.0002 2.4258 -1.543
O 1.8948 -1.6455 0.4351 -0.587
H 2.2586 -4.4951 2.1630 0.501
H 1.2459 -4.2592 0.7215 0.354
H 0.8685 -3.3802 2.2138 0.254
H 4.2578 -3.9688 0.8310 0.380
H 4.4180 -2.4169 -0.0203 0.351
H 3.2891 -3.6313 -0.6240 0.333
H 3.6046 -2.7841 3.0719 0.454
H 2.4387 -1.4444 2.9544 0.192
H 4.0199 -1.3195 2.1756 0.333
```

Energy relative to the best compared isomer or geometry (same formula, charge and spin) = 45.3 kJ/mol
2S+1 = 1
Orbital gap = 0.1382 Eh
Net charge = -2
Max |F| = 0.04916 hartree/bohr

Formula: C23H35F5NO13
Source: OMol25
Level of theory: wB97M-V/def2-TZVPD

```
77
Properties=species:S:1:pos:R:3:mulliken_charge:R:1
C -2.4870 -1.6659 -0.3584 -0.967
C -1.8483 -2.8157 0.4522 -0.069
O -2.0121 -2.7190 1.8582 -0.382
C -1.5037 -1.5439 2.4035 -0.752
C 0.0437 -1.4158 2.2853 -0.351
N 0.4339 0.0330 2.2000 0.356
C 1.6058 0.4077 3.0651 -0.473
C 2.8472 0.5669 2.1067 -0.504
C 2.2860 -0.1089 0.7912 -0.809
C 0.8621 0.4503 0.8326 0.107
C 0.7635 1.9580 0.5096 -0.591
C 1.8405 2.4690 -0.4522 -0.723
C 1.6673 1.9731 -1.8883 -0.579
F 1.2492 0.6547 -1.9458 -0.258
H -2.8014 -2.0092 -1.3414 0.438
H -1.7663 -0.8435 -0.4361 0.020
H -3.3587 -1.2652 0.1691 0.351
H -0.8058 -2.9478 0.1317 0.235
H -2.3600 -3.7358 0.1595 0.311
H -2.0089 -0.6333 2.0415 0.415
H -1.7230 -1.5921 3.4746 0.375
H 0.4853 -1.8057 3.2031 0.220
H 0.4727 -1.9937 1.4713 0.261
H -0.3427 0.5645 2.5925 0.422
H 1.8914 -0.3250 3.8181 0.342
H 1.5274 1.3711 3.5718 0.285
H 3.6803 -0.0554 2.4261 0.592
H 3.1000 1.6133 1.9482 0.036
H 2.3751 -1.1815 0.9919 0.351
H 2.8432 0.0527 -0.1262 0.465
H 0.1195 -0.0139 0.1718 0.022
H -0.2272 2.2078 0.1209 0.386
H 0.8729 2.5265 1.4467 0.001
H 1.7365 3.5592 -0.4814 0.543
H 2.8592 2.3031 -0.1010 0.345
H 0.9710 2.5877 -2.4588 0.198
H 2.6392 2.0153 -2.3892 0.382
C 0.7310 -0.8486 -5.6998 -0.276
C 1.4368 -1.7707 -4.7468 0.568
O 2.2380 -2.5589 -5.6056 -0.352
C 2.5176 -1.7855 -6.6960 0.565
O 3.3642 -2.0197 -7.4845 -0.471
O 1.7002 -0.7005 -6.7408 -0.326
F 0.5638 -2.5808 -4.0901 -0.295
H -0.1789 -1.2934 -6.1063 0.274
H 0.4858 0.1102 -5.2478 0.146
H 2.0742 -1.2638 -4.0187 0.169
C -3.2487 4.2883 -3.0763 -0.483
C -1.9338 4.1809 -2.3505 0.330
O -1.7312 2.7766 -2.2839 -0.136
C -2.3656 2.2422 -3.3697 0.478
O -2.1859 1.1434 -3.7651 -0.448
O -3.2140 3.1360 -3.9245 -0.327
F -2.0086 4.6735 -1.0859 -0.311
H -4.0982 4.2156 -2.3949 0.299
H -3.3385 5.2010 -3.6605 0.290
H -1.0923 4.6459 -2.8690 0.311
C 1.2902 4.9570 4.8351 -0.416
C 1.3689 6.3838 4.3583 0.239
O 2.3829 6.3176 3.3650 -0.331
C 2.3582 5.0656 2.8526 0.575
O 2.8868 4.7409 1.8427 -0.455
O 1.6400 4.2271 3.6484 -0.213
F 1.7646 7.2182 5.3423 -0.277
H 2.0193 4.7491 5.6198 0.296
H 0.2987 4.6815 5.1873 0.286
H 0.4480 6.7633 3.9107 0.288
C -1.8763 -6.6918 0.8597 -0.351
C -1.5185 -8.1531 0.9325 0.318
O -2.4085 -8.6353 1.9228 -0.302
C -3.5164 -7.8431 1.8812 0.607
O -4.5517 -8.1058 2.3822 -0.478
O -3.2681 -6.7058 1.1774 -0.286
F -0.2412 -8.3362 1.3524 -0.282
H -1.3394 -6.1004 1.6049 0.225
H -1.7062 -6.2627 -0.1261 0.270
H -1.6753 -8.7040 0.0030 0.279
```

Energy relative to the best compared isomer or geometry (same formula, charge and spin) = 0.0 kJ/mol
2S+1 = 1
Orbital gap = 0.3744 Eh
Net charge = +1
Max |F| = 0.05610 hartree/bohr

Question: What is the max |F| in the first record?
Answer: 0.04916 hartree/bohr

Question: Look up the net charge of the second one.
Answer: +1